The following is a quantum chemistry calculation of C35H47BCoN7O2S3 as an isolated structure at a distorted geometry, from the OMol25 dataset.

```
96
Properties=species:S:1:pos:R:3:mulliken_charge:R:1
Co -0.1232 -0.0342 -0.3886 1.135
C 2.4497 0.3543 -4.2841 -1.612
C 3.7513 0.7828 -3.6009 1.166
C 4.6632 -0.4120 -3.3164 -1.500
C 4.4708 1.7620 -4.5240 -2.119
N 3.4668 1.4829 -2.2893 0.474
C 3.9799 2.7255 -1.9620 -0.313
C 3.6232 2.9880 -0.6909 -1.224
N 2.9107 1.9069 -0.2185 0.265
B 2.3845 1.9138 1.2460 0.624
N 0.9625 2.5333 1.3991 -0.135
C 0.6017 3.0461 2.6204 -1.366
C -0.6352 3.5668 2.5076 -0.157
N -1.0549 3.3663 1.2076 0.616
C -0.0584 2.7261 0.5350 0.422
S -0.0836 2.1781 -1.1134 -0.570
C -2.3701 3.8818 0.6671 1.314
C -3.1337 4.5244 1.8221 -2.250
C -3.2163 2.7253 0.1158 -1.377
C -2.0897 4.9451 -0.3934 -1.642
N 2.5048 0.4824 1.8575 0.360
C 3.7678 0.0256 2.1615 -1.376
C 3.6542 -1.2266 2.6376 -0.212
N 2.3120 -1.5602 2.6124 0.478
C 1.6226 -0.4973 2.1293 -0.276
S -0.1028 -0.4008 1.8972 0.201
C 1.7742 -2.9017 3.0571 1.492
C 0.8240 -2.6868 4.2356 -1.889
C 2.9408 -3.7715 3.5175 -2.198
C 1.0892 -3.6127 1.8890 -1.021
C 2.8222 0.9968 -1.2054 0.121
S 1.9996 -0.5325 -1.1107 -0.579
H 2.6816 0.0669 -5.3094 0.524
H 1.7357 1.1818 -4.3136 0.354
H 1.9857 -0.4964 -3.7957 0.386
H 4.9259 -0.9014 -4.2552 0.474
H 4.1697 -1.1457 -2.6769 0.309
H 5.5847 -0.0834 -2.8311 0.390
H 4.6379 1.2635 -5.4764 0.467
H 5.4477 2.0548 -4.1358 0.503
H 3.8703 2.6544 -4.7151 0.473
H 4.5349 3.3348 -2.6510 0.578
H 3.8298 3.8508 -0.0774 0.640
H 3.1249 2.6188 1.8745 -0.162
H 1.2598 3.0069 3.4749 0.662
H -1.2352 4.0506 3.2559 0.611
H -3.3467 3.8043 2.6164 0.475
H -4.0826 4.8937 1.4391 0.477
H -2.5971 5.3765 2.2421 0.522
H -3.0891 1.8304 0.7308 0.020
H -2.9586 2.4756 -0.9089 0.426
H -4.2671 3.0235 0.1363 0.561
H -1.5259 5.7764 0.0350 0.393
H -3.0359 5.3322 -0.7751 0.459
H -1.5302 4.5365 -1.2333 0.357
H 4.6480 0.6350 2.0290 0.634
H 4.4231 -1.8906 2.9850 0.566
H 1.3415 -2.1912 5.0602 0.471
H 0.4747 -3.6577 4.5909 0.501
H -0.0443 -2.0923 3.9528 0.373
H 3.4573 -3.3397 4.3769 0.505
H 3.6580 -3.9463 2.7118 0.502
H 2.5451 -4.7394 3.8210 0.465
H 0.2182 -3.0727 1.5311 -0.312
H 0.7620 -4.5963 2.2322 0.463
H 1.7898 -3.7543 1.0611 0.492
C -2.5914 -4.3914 -0.7390 -1.013
O -3.1566 -3.1090 -0.4485 -0.501
C -2.8788 -2.5379 0.7308 1.187
C -2.0636 -3.1125 1.7038 -0.917
C -1.9086 -2.5121 2.9411 -1.244
C -2.5555 -1.3183 3.2336 -1.291
C -3.3524 -0.7364 2.2669 0.063
C -3.5098 -1.3226 1.0147 -0.067
N -4.4605 -0.7093 0.1402 0.133
C -4.6196 -0.6744 -1.1606 -0.670
C -3.7256 -0.9708 -2.2114 0.765
C -4.2954 -1.1920 -3.4899 -0.818
C -3.5223 -1.5050 -4.5712 -0.988
C -2.1289 -1.5719 -4.4103 -0.528
C -1.5463 -1.3267 -3.1884 -0.638
C -2.3211 -1.0086 -2.0607 0.899
O -1.7600 -0.7202 -0.9022 0.106
H -2.9532 -4.6549 -1.7266 0.302
H -2.9252 -5.1363 -0.0173 0.386
H -1.5022 -4.3435 -0.7492 0.337
H -1.5728 -4.0542 1.4981 0.694
H -1.2985 -2.9962 3.6959 1.133
H -2.4534 -0.8568 4.2080 0.379
H -3.8715 0.1965 2.4771 0.352
H -5.2058 -0.2634 0.6542 0.423
H -5.5985 -0.3089 -1.4569 0.514
H -5.3744 -1.1396 -3.5932 0.426
H -3.9744 -1.6976 -5.5352 0.434
H -1.5052 -1.8082 -5.2648 0.494
H -0.4693 -1.3558 -3.0589 0.234
```

For the largest force on an atom, the calculation gives 1.06 eV/A. Its total charge is +2. The spin multiplicity is 5. The calculated total energy is -4497.51846 hartree. The value obtained for the HOMO energy (spin up / spin down) is -13.18 / -13.24 eV. For the HOMO-LUMO gap (spin up / spin down), the calculation gives 0.2763 / 0.2208 Ha.

=====

The following is a quantum chemistry calculation of one molecule with the formula C5H13NO2 at a distorted geometry, from the OMol25 dataset.

```
21
Properties=species:S:1:pos:R:3:nbo_charge:R:1
C 0.4599 -0.9640 2.2284 -0.404
N -0.5935 -0.2829 1.4442 -0.668
C -0.3861 0.6465 0.3482 -0.071
C 0.9809 0.4452 -0.3665 0.103
C 1.2539 -0.9343 -1.0302 -0.673
O 1.1469 1.4370 -1.3329 -0.732
C -1.5979 0.3713 -0.5890 -0.067
O -1.6186 1.4392 -1.5764 -0.760
H 0.4051 -2.0243 2.0305 0.188
H 0.3305 -0.6994 3.2744 0.194
H 1.4429 -0.6339 1.8853 0.194
H -1.4371 -0.0784 1.9482 0.367
H -0.4607 1.7167 0.6318 0.179
H 1.7053 0.6831 0.4309 0.173
H 0.7172 -1.7760 -0.5957 0.226
H 2.3172 -0.8460 -1.2441 0.237
H 0.7455 -0.9943 -2.0130 0.203
H 0.3470 1.5400 -1.8466 0.486
H -1.3453 -0.5545 -1.1203 0.174
H -2.5337 0.4267 -0.0533 0.176
H -1.8795 1.0824 -2.4538 0.475
```

For the largest force on an atom, the calculation gives 2.37 eV/A. The calculated total energy is -403.48822 hartree. The value obtained for the HOMO energy is -8.43 eV. For the HOMO-LUMO gap, the calculation gives 0.3384 Ha. The SMILES is CN[C@H](CO)[C@@H](C)O. As for the energy relative to the best compared isomer or geometry (same formula, charge and spin): 55.5 kcal/mol.

=====

The following is a quantum chemistry calculation of one molecule with the formula C2H6N2O3 at a distorted geometry, from the OMol25 dataset.

```
13
Properties=species:S:1:pos:R:3:nbo_charge:R:1
C 1.8589 -0.1128 0.4611 -0.313
C -1.2699 -0.6461 -0.0178 0.717
H 1.0455 0.0891 1.3636 0.205
H 2.1870 -1.2170 0.5398 0.224
H 2.4224 1.0218 0.2428 0.217
H 0.1892 -1.9606 -0.5748 0.372
H -2.5497 0.9238 -0.2926 0.393
H -0.1782 2.1188 -0.4462 0.480
N 0.1299 -1.0453 -0.4046 -0.364
N -1.5874 0.6020 -0.5299 -0.375
O 0.9499 -0.1370 -0.8075 -0.381
O -2.1534 -1.4788 0.2770 -0.584
O -1.0443 1.8420 0.1891 -0.589
```

For the largest force on an atom, the calculation gives 9.09 eV/A. The calculated total energy is -414.80293 hartree. The value obtained for the HOMO energy is -9.39 eV. For the HOMO-LUMO gap, the calculation gives 0.3604 Ha. The SMILES is CONC(=O)NO. As for the energy relative to the best compared isomer or geometry (same formula, charge and spin): 183.7 kcal/mol.

=====

The following is a quantum chemistry calculation of C18H23IN7O2Sr as an isolated structure at a distorted geometry, from the OMol25 dataset.

```
52
Properties=species:S:1:pos:R:3:nbo_charge:R:1
Sr -0.1236 -1.0033 -0.4075 1.850
C 2.2101 3.1482 0.3040 -0.647
C 0.8237 3.3579 -0.2009 0.153
N 0.4309 4.6118 -0.1875 -0.390
C -0.8588 4.9319 -0.3831 -0.020
C -1.8282 3.9790 -0.5829 -0.024
C -3.2200 4.4425 -0.4683 -0.091
O -3.8583 3.7872 0.6418 -0.739
C -1.4722 2.6261 -0.6924 -0.246
C -2.4561 1.6290 -0.9177 0.236
N -2.3603 0.3896 -0.5180 -0.641
C -3.4539 -0.2685 -0.0417 0.087
C -4.3075 0.3674 0.9287 -0.246
C -5.3372 -0.3061 1.5394 -0.171
C -5.4213 -1.6728 1.3245 -0.225
C -4.5177 -2.3177 0.4612 -0.242
C -3.6411 -1.6294 -0.3382 -0.162
I -2.7239 -2.6565 -2.0275 0.105
C -0.0841 2.2643 -0.5453 0.406
O 0.4201 1.1729 -0.9807 -0.876
H 2.6344 4.1653 0.5218 0.251
H 2.7774 2.6252 -0.4647 0.211
H 2.2134 2.5410 1.2486 0.210
H -1.1819 5.9657 -0.3777 0.193
H -3.7579 4.2754 -1.4246 0.167
H -3.2244 5.5302 -0.3210 0.188
H -4.6352 4.3269 0.9237 0.484
H -3.3987 1.9932 -1.3010 0.184
H -4.0988 1.4250 1.1620 0.256
H -6.0210 0.1942 2.2215 0.233
H -6.1318 -2.3439 1.7996 0.230
H -4.5741 -3.4193 0.3720 0.226
C 5.5251 -2.8769 -0.1488 -0.415
N 4.6121 -1.7983 -0.0578 -0.412
C 5.1643 -0.4914 -0.0327 -0.422
C 3.2891 -2.0185 -0.0526 0.646
N 2.3718 -1.0787 0.0152 -0.920
N 2.9330 -3.3855 -0.0767 -0.627
C 1.6841 -3.9866 -0.0567 0.649
N 1.8245 -5.3576 -0.0806 -0.812
N 0.5291 -3.3690 -0.0487 -0.932
H 6.5295 -2.4959 0.0369 0.243
H 5.4344 -3.3038 -1.1485 0.199
H 5.2768 -3.6503 0.5646 0.199
H 6.1663 -0.4712 -0.5362 0.226
H 5.3646 -0.1532 0.9895 0.215
H 4.5456 0.2718 -0.5325 0.222
H 2.7900 -0.1791 0.0514 0.376
H 3.7085 -4.0319 -0.3050 0.415
H 2.7217 -5.8250 0.0056 0.403
H 1.0051 -5.9449 0.1338 0.417
H -0.2975 -3.9864 0.0118 0.381
```

For the largest force on an atom, the calculation gives 2.37 eV/A. Its total charge is +1. The calculated total energy is -1561.76662 hartree. The value obtained for the HOMO energy is -9.64 eV. For the HOMO-LUMO gap, the calculation gives 0.2585 Ha. As for the energy relative to the best compared isomer or geometry (same formula, charge and spin): 0.0 kcal/mol.

=====

Copy entry 3 word for word.
The following is a quantum chemistry calculation of one molecule with the formula C2H6N2O3 at a distorted geometry, from the OMol25 dataset.

```
13
Properties=species:S:1:pos:R:3:nbo_charge:R:1
C 1.8589 -0.1128 0.4611 -0.313
C -1.2699 -0.6461 -0.0178 0.717
H 1.0455 0.0891 1.3636 0.205
H 2.1870 -1.2170 0.5398 0.224
H 2.4224 1.0218 0.2428 0.217
H 0.1892 -1.9606 -0.5748 0.372
H -2.5497 0.9238 -0.2926 0.393
H -0.1782 2.1188 -0.4462 0.480
N 0.1299 -1.0453 -0.4046 -0.364
N -1.5874 0.6020 -0.5299 -0.375
O 0.9499 -0.1370 -0.8075 -0.381
O -2.1534 -1.4788 0.2770 -0.584
O -1.0443 1.8420 0.1891 -0.589
```

For the largest force on an atom, the calculation gives 9.09 eV/A. The calculated total energy is -414.80293 hartree. The value obtained for the HOMO energy is -9.39 eV. For the HOMO-LUMO gap, the calculation gives 0.3604 Ha. The SMILES is CONC(=O)NO. As for the energy relative to the best compared isomer or geometry (same formula, charge and spin): 183.7 kcal/mol.